(1)
The following is a quantum chemistry calculation of C2N5O21Zr2 as an isolated structure, from OMol25.

As for the molar mass: 612.5 g/mol. The HOMO-LUMO gap comes out at 0.097 Eh. As for the HOMO energy: -4.996 eV. Its charge is -1.

```
30
C2N5O21Zr2 | OMol25 | ωB97M-V/def2-TZVPD
Zr -12.173 23.049 5.279
Zr -8.456 23.097 2.500
C -11.092 22.337 2.582
O -10.303 22.363 3.580
O -12.134 22.473 3.270
O -10.499 23.136 1.954
C -8.132 20.990 -0.036
O -8.308 21.083 -1.263
O -8.551 21.792 0.823
O -7.326 20.134 0.086
N -6.807 23.083 5.876
O -7.884 23.281 5.089
O -6.840 22.143 6.719
O -5.598 23.563 5.741
N -14.858 24.444 3.682
O -15.516 25.451 3.776
O -14.724 23.510 2.918
O -13.958 24.708 4.355
N -14.630 20.811 6.243
O -13.821 21.514 5.546
O -14.378 19.628 6.587
O -15.245 21.313 7.169
N -10.294 25.757 4.159
O -9.524 25.324 3.347
O -10.313 26.947 4.331
O -11.131 25.026 4.819
N -7.459 20.028 4.169
O -7.891 20.991 3.644
O -6.410 19.699 3.788
O -7.928 19.236 5.083
```

***

(2)
The following is a quantum chemistry calculation of C4H15LiO4 as an isolated structure, from OMol25.

As for the molar mass: 134.1 g/mol. The HOMO-LUMO gap comes out at 0.304 Eh. As for the HOMO energy: -8.177 eV. Its charge is 0.

```
24
C4H15LiO4 | OMol25 | ωB97M-V/def2-TZVPD
Li -0.347 -0.187 0.132
C 1.782 1.931 0.436
O 0.725 1.143 0.045
H 2.623 1.982 -0.291
H 1.545 3.009 0.526
H 2.282 1.671 1.407
C -0.645 -2.122 2.358
O -1.219 -1.006 1.653
H -0.128 -2.775 1.629
H 0.078 -1.719 3.144
H -1.326 -2.763 2.986
H -2.177 -1.156 1.508
C 1.495 -1.479 -1.720
O 0.186 -1.691 -1.207
H 1.474 -1.506 -2.814
H 1.873 -0.495 -1.444
H 2.242 -2.240 -1.447
H -0.064 -2.557 -1.589
C -1.988 2.083 -1.085
O -1.663 1.364 0.082
H -1.326 1.768 -2.003
H -2.975 1.909 -1.413
H -1.837 3.198 -0.998
H -0.612 1.637 0.105
```

***

(3)
The following is a quantum chemistry calculation of one molecule with the formula C7H14ClOP, from OMol25.

As for the molar mass: 180.6 g/mol. The HOMO-LUMO gap (alpha / beta) comes out at 0.272 / 0.291 Eh. As for the HOMO energy (alpha / beta): -7.853 / -7.501 eV. Its charge is 0.

```
24
C7H14ClOP | OMol25 | ωB97M-V/def2-TZVPD
C 0.442 1.813 -0.294
C 1.455 1.569 0.863
C -0.035 0.528 -0.850
C -0.062 -1.683 0.466
C -1.713 -1.003 -1.388
C -1.820 0.052 0.801
C -0.831 -0.582 -0.214
O 2.695 0.963 0.423
P 3.199 -0.583 0.810
Cl 3.993 -1.059 -0.930
H -0.250 2.539 -0.095
H 1.206 2.372 -0.983
H 1.768 2.604 1.217
H 1.037 1.037 1.639
H 0.601 0.159 -1.529
H -0.488 -2.007 1.445
H 0.948 -1.396 0.682
H 0.040 -2.509 -0.199
H -2.237 -1.860 -1.133
H -2.539 -0.378 -1.629
H -1.076 -1.052 -2.226
H -2.371 0.709 0.154
H -1.368 0.370 1.793
H -2.593 -0.603 1.177
```

***

(4)
The following is a quantum chemistry calculation of one molecule with the formula C9H9ClN2Se, from OMol25.

As for the molar mass: 259.6 g/mol. The HOMO-LUMO gap (alpha / beta) comes out at 0.250 / 0.250 Eh. As for the HOMO energy (alpha / beta): -7.747 / -7.747 eV. As for the SMILES: Clc1ccc(/C=N/N2CC[Se]2)cc1. Its charge is 0.

```
22
C9H9ClN2Se | OMol25 | ωB97M-V/def2-TZVPD
Cl 0.099 5.193 1.956
C 0.288 3.666 1.090
C 1.529 3.351 0.559
C 1.761 2.087 0.039
C 0.749 1.190 -0.183
C 0.846 -0.165 -0.577
N -0.049 -0.945 -0.160
N -0.321 -2.070 -0.501
C -1.179 -3.072 0.067
C -0.989 -3.973 -1.181
Se 0.828 -3.634 -1.625
C -0.511 1.496 0.473
C -0.714 2.681 1.130
H 2.358 4.052 0.299
H 2.683 1.845 -0.463
H 1.586 -0.581 -1.166
H -2.157 -2.676 0.202
H -0.842 -3.598 0.953
H -1.377 -5.091 -1.232
H -1.666 -3.484 -1.877
H -1.331 0.811 0.519
H -1.592 2.917 1.677
```

***

Q: Which formula does entry 2 have?
A: C4H15LiO4